1.
{"formula": "BF4H26O13", "method": "wB97M-V/def2-TZVPD", "elements": ["B", "F", "F", "F", "F", "O", "H", "H", "O", "H", "H", "O", "H", "H", "O", "H", "H", "O", "H", "H", "O", "H", "H", "O", "H", "H", "O", "H", "H", "O", "H", "H", "O", "H", "H", "O", "H", "H", "O", "H", "H", "O", "H", "H"], "xyz": [[-5.3293, -20.5373, -12.0767], [-4.0929, -20.1075, -12.5771], [-5.4176, -20.1066, -10.7428], [-6.3740, -20.0438, -12.8429], [-5.3100, -21.9605, -12.0740], [-7.3171, -19.2207, -15.8526], [-7.8480, -18.4272, -15.9716], [-7.7965, -19.7177, -15.1685], [-3.9490, -19.6957, -15.3260], [-4.6745, -19.0585, -15.3711], [-3.9961, -20.0567, -14.4315], [-5.3560, -20.9519, -7.8547], [-6.0267, -20.2477, -7.9230], [-5.7445, -21.7011, -8.3132], [-3.3239, -23.4223, -13.4606], [-3.9007, -22.7295, -13.1044], [-2.4320, -23.0747, -13.3537], [-2.1962, -21.5105, -10.8528], [-2.4513, -21.4667, -9.9245], [-2.9404, -21.1177, -11.3284], [-6.9726, -18.7402, -8.6587], [-6.4803, -18.3887, -9.4135], [-7.8109, -19.0385, -9.0296], [-8.9513, -20.5363, -13.0783], [-9.0725, -21.4491, -12.7925], [-8.1613, -20.2263, -12.6012], [-5.9267, -25.1293, -12.8803], [-5.4555, -25.4496, -13.6564], [-5.2305, -24.7767, -12.3009], [-6.9068, -16.9728, -13.5151], [-6.7321, -17.8131, -13.0685], [-6.1636, -16.4082, -13.2793], [-4.6486, -24.0230, -10.4440], [-4.6314, -23.1752, -10.9294], [-5.4432, -23.9785, -9.9037], [-7.7704, -22.9604, -13.3198], [-7.4935, -23.8825, -13.4349], [-7.1021, -22.6198, -12.7172], [-3.9638, -18.1449, -9.3085], [-3.5302, -18.9235, -8.9437], [-3.8490, -18.2295, -10.2633], [-2.5348, -17.6303, -13.1921], [-2.7655, -18.5407, -13.4145], [-3.1478, -17.0963, -13.7053]], "nbo_charge": [1.347, -0.579, -0.565, -0.560, -0.587, -0.959, 0.464, 0.494, -0.967, 0.480, 0.478, -0.971, 0.499, 0.457, -0.965, 0.483, 0.474, -0.958, 0.472, 0.479, -0.956, 0.502, 0.469, -0.980, 0.489, 0.478, -0.984, 0.474, 0.506, -0.950, 0.486, 0.462, -0.962, 0.496, 0.463, -0.982, 0.496, 0.479, -0.956, 0.477, 0.480, -0.951, 0.488, 0.461], "e_lumo_ev": 2.421, "spin_multiplicity": 1, "total_charge": -1, "gap_ev": 10.71}

---

2.
{"formula": "BF4H2ORb", "method": "wB97M-V/def2-TZVPD", "elements": ["Rb", "B", "F", "F", "F", "F", "O", "H", "H"], "xyz": [[1.7325, 0.6000, 0.5401], [-2.3412, -3.4950, 0.3652], [-1.9052, -2.6893, -0.6229], [-1.7960, -4.7645, 0.1540], [-1.8541, -2.9808, 1.5667], [-3.6793, -3.5682, 0.3770], [3.3203, 5.4097, -0.4751], [2.5394, 5.8784, -0.7696], [3.9836, 5.6097, -1.1355]], "nbo_charge": [0.999, 1.313, -0.581, -0.583, -0.593, -0.557, -0.946, 0.472, 0.474], "e_lumo_ev": -2.079, "spin_multiplicity": 1, "gap_ev": 7.47}

---

Total energy: -38596.7968 -14286.8828 (eV)
Highest occupied orbital energy: -8.2932 -9.5541 (eV)
Energy relative to the best compared isomer or geometry (same formula, charge and spin): 5.3 5.9 (kcal/mol)